A 3-piece molecular cluster, C28H64B2N9O6P2S2 overall in a non-equilibrium geometry. Source: the Open Molecules 2025 dataset; level of theory: ωB97M-V with the def2-TZVPD basis set.

Bonds (Å) are listed after each position.
Positions of all 113 atoms, in Å:
1 C 0.6802 -2.8938 2.3573  B2 1.593, H28 1.128, H29 1.127, H30 1.117
2 B 0.0883 -2.4258 0.9545  C1 1.593, O3 1.410, C4 1.618
3 O -0.8337 -3.2941 0.3346  B2 1.410, H31 0.976
4 C 0.4056 -1.0331 0.1951  B2 1.618, N5 1.403, C24 1.451
5 N -0.7059 -0.2479 -0.1463  C4 1.403, C6 1.376, H32 1.025
6 C -0.6072 0.9435 -0.8278  N5 1.376, C7 1.558, C19 1.467
7 C -1.9542 1.6543 -1.1579  C6 1.558, C8 1.600, H33 1.129, H34 1.118
8 C -2.8173 2.0045 0.1425  C7 1.600, C9 1.576, H35 1.126, H36 1.124
9 C -4.2065 1.2686 0.0281  C8 1.576, S10 1.856, H37 1.126, H38 1.127
10 S -5.6413 2.3114 0.5747  C9 1.856, C11 1.863
11 C -7.0187 1.6502 -0.4910  S10 1.863, S12 1.644, N13 1.422
12 S -7.0701 2.1752 -2.0482  C11 1.644
13 N -7.8965 0.7239 0.1373  C11 1.422, C14 1.513, C18 1.479
14 C -7.0237 -0.4539 0.5110  N13 1.513, C15 1.572, H39 1.123, H40 1.132
15 C -7.7905 -1.8249 0.4570  C14 1.572, O16 1.428, H41 1.122, H42 1.123
16 O -8.2943 -2.1323 -0.8433  C15 1.428, C17 1.441
17 C -8.5483 -0.9472 -1.6226  O16 1.441, C18 1.583, H43 1.130, H44 1.117
18 C -9.0038 0.2842 -0.7387  N13 1.479, C17 1.583, H45 1.113, H46 1.130
19 C 0.7110 1.4476 -1.2282  C6 1.467, B20 1.614, C23 1.465
20 B 0.8867 2.8132 -2.0697  C19 1.614, N21 1.493, O22 1.389
21 N 0.2242 2.8596 -3.4069  B20 1.493, H47 1.027, H48 1.031
22 O 1.5909 3.9254 -1.6252  B20 1.389, H49 0.980
23 C 1.9193 0.6875 -0.8975  C19 1.465, C24 1.488, H50 1.112
24 C 1.7420 -0.5937 -0.1610  C4 1.451, C23 1.488, C25 1.554
25 C 3.0231 -1.4067 0.1734  C24 1.554, C26 1.582, H51 1.113, H52 1.129
26 C 3.3968 -2.2723 -1.0970  C25 1.582, O27 1.456, H53 1.124, H54 1.117
27 O 2.8091 -3.5901 -0.9043  C26 1.456, H55 0.973
28 H 0.7396 -4.0199 2.3349  C1 1.128
29 H -0.0045 -2.6339 3.2140  C1 1.127
30 H 1.6958 -2.4975 2.5997  C1 1.117
31 H -1.0638 -2.8807 -0.5187  O3 0.976
32 H -1.6364 -0.5946 0.1095  N5 1.025
33 H -2.4997 0.9561 -1.8580  C7 1.129
34 H -1.8280 2.6104 -1.7228  C7 1.118
35 H -2.2647 1.7349 1.0859  C8 1.126
36 H -3.0217 3.1098 0.1625  C8 1.124
37 H -4.2390 0.3383 0.6623  C9 1.126
38 H -4.4569 0.9321 -1.0183  C9 1.127
39 H -6.5530 -0.2553 1.5107  C14 1.123
40 H -6.2261 -0.5056 -0.2905  C14 1.132
41 H -7.0917 -2.6002 0.8685  C15 1.122
42 H -8.6650 -1.7537 1.1584  C15 1.123
43 H -7.6164 -0.7186 -2.2192  C17 1.130
44 H -9.3539 -1.1924 -2.3569  C17 1.117
45 H -9.4943 1.0968 -1.3191  C18 1.113
46 H -9.8008 -0.1283 -0.0513  C18 1.130
47 H -0.4289 2.0700 -3.4811  N21 1.027
48 H 0.9126 2.6628 -4.1488  N21 1.031
49 H 1.9702 4.3419 -2.4277  O22 0.980
50 H 2.9531 1.0022 -1.1596  C23 1.112
51 H 2.9544 -2.0302 1.0929  C25 1.113
52 H 3.8401 -0.6517 0.3661  C25 1.129
53 H 2.9412 -1.8711 -2.0424  C26 1.124
54 H 4.4951 -2.3602 -1.2812  C26 1.117
55 H 2.0055 -3.5755 -1.4527  O27 0.973
56 O 0.8016 8.2212 -2.0282  P57 1.529
57 P 0.2417 8.7679 -0.7146  O56 1.529, N58 1.724, N61 1.750, N64 1.786
58 N 1.7844 9.0334 0.0068  P57 1.724, C59 1.449, C60 1.465
59 C 2.1199 8.9160 1.4117  N58 1.449, H67 1.098, H68 1.094, H69 1.087
60 C 2.4805 10.1988 -0.5441  N58 1.465, H70 1.096, H71 1.092, H72 1.092
61 N -0.4135 7.2120 -0.2546  P57 1.750, C62 1.456, C63 1.467
62 C 0.4149 6.2226 0.4189  N61 1.456, H73 1.096, H74 1.095, H75 1.090
63 C -1.1207 6.5339 -1.3459  N61 1.467, H76 1.097, H77 1.090, H78 1.095
64 N -0.5459 9.5094 0.7069  P57 1.786, C65 1.457, C66 1.480
65 C -1.3592 8.7960 1.6830  N64 1.457, H79 1.093, H80 1.095, H81 1.089
66 C -1.3091 10.6955 0.2570  N64 1.480, H82 1.095, H83 1.096, H84 1.092
67 H 1.7622 9.7669 2.0066  C59 1.098
68 H 3.2058 8.8619 1.5339  C59 1.094
69 H 1.7392 8.0056 1.8668  C59 1.087
70 H 2.0577 11.1326 -0.1560  C60 1.096
71 H 2.4004 10.2192 -1.6334  C60 1.092
72 H 3.5473 10.1704 -0.3106  C60 1.092
73 H 1.3841 6.0969 -0.0769  C62 1.096
74 H -0.0788 5.2459 0.4470  C62 1.095
75 H 0.5690 6.4702 1.4696  C62 1.090
76 H -0.4294 6.0230 -2.0277  C63 1.097
77 H -1.7063 7.2425 -1.9321  C63 1.090
78 H -1.8157 5.7880 -0.9476  C63 1.095
79 H -2.2120 8.2808 1.2338  C65 1.093
80 H -1.7534 9.4993 2.4239  C65 1.095
81 H -0.7638 8.0865 2.2562  C65 1.089
82 H -2.1985 10.4061 -0.3123  C66 1.095
83 H -0.6852 11.3235 -0.3890  C66 1.096
84 H -1.6159 11.3172 1.1007  C66 1.092
85 O 2.0036 -9.0910 1.4864  P86 1.528
86 P 3.3472 -8.3837 1.3156  O85 1.528, N87 1.726, N90 1.746, N93 1.787
87 N 2.8267 -7.3986 -0.0031  P86 1.726, C88 1.449, C89 1.462
88 C 3.6290 -6.9451 -1.1209  N87 1.449, H96 1.098, H97 1.095, H98 1.086
89 C 1.9463 -6.3085 0.4132  N87 1.462, H99 1.096, H100 1.093, H101 1.093
90 N 4.1362 -9.8341 0.7484  P86 1.746, C91 1.458, C92 1.469
91 C 4.0744 -10.2202 -0.6559  N90 1.458, H102 1.097, H103 1.093, H104 1.090
92 C 3.8188 -11.0213 1.5526  N90 1.469, H105 1.096, H106 1.091, H107 1.092
93 N 4.9227 -7.5395 1.3170  P86 1.787, C94 1.458, C95 1.479
94 C 6.1948 -8.1369 0.9298  N93 1.458, H108 1.093, H109 1.095, H110 1.089
95 C 5.1068 -6.8881 2.6324  N93 1.479, H111 1.095, H112 1.096, H113 1.093
96 H 4.3053 -6.1226 -0.8528  C88 1.098
97 H 2.9805 -6.5887 -1.9275  C88 1.095
98 H 4.2243 -7.7369 -1.5669  C88 1.086
99 H 2.5150 -5.5004 0.8880  C89 1.096
100 H 1.2014 -6.6645 1.1301  C89 1.093
101 H 1.3902 -5.8983 -0.4342  C89 1.093
102 H 3.0534 -10.1653 -1.0528  C91 1.097
103 H 4.4372 -11.2419 -0.7976  C91 1.093
104 H 4.7394 -9.6140 -1.2715  C91 1.090
105 H 2.8525 -11.4578 1.2742  C92 1.096
106 H 3.7820 -10.7754 2.6146  C92 1.091
107 H 4.5857 -11.7884 1.4226  C92 1.092
108 H 6.4468 -9.0230 1.5171  C94 1.093
109 H 7.0037 -7.4111 1.0663  C94 1.095
110 H 6.2131 -8.3840 -0.1306  C94 1.089
111 H 5.2952 -7.6244 3.4207  C95 1.095
112 H 4.2060 -6.3259 2.9050  C95 1.096
113 H 5.9321 -6.1723 2.6125  C95 1.093

Results
total charge: +1
total energy: -3577.91084 Ha
maximum force: 0.1577 hartree/bohr